No. 1
Density functional theory data (the ωB97M-V functional and the def2-TZVPD basis) for H28MgO22S2 as an isolated structure in a non-equilibrium geometry.

The geometry in XYZ format:
```
53
Properties=species:S:1:pos:R:3:forces:R:3
Mg 1.345 0.973 -1.218 3.02 1.61 -3.01
S -0.271 0.047 0.294 -1.13 -0.80 2.26
O 0.087 -0.345 -1.042 -1.45 -2.78 -1.23
O -1.713 0.112 0.466 0.58 0.89 -0.29
O 0.258 -0.778 1.342 -0.77 -1.58 0.51
O 0.473 1.304 0.406 -0.76 2.53 1.50
S 2.528 0.517 -4.198 -1.41 0.30 -5.57
O 2.463 1.896 -4.656 -0.24 2.43 -0.11
O 1.758 -0.319 -5.135 -0.25 -0.38 0.33
O 3.886 0.099 -4.187 3.27 -1.33 1.35
O 1.885 0.487 -2.900 -1.02 -0.68 2.82
O -2.883 -1.168 2.394 -0.46 -0.60 1.03
H -3.700 -0.690 2.541 -0.15 0.14 0.09
H -2.430 -0.666 1.717 0.17 0.30 -0.03
O 0.080 2.300 -2.120 -0.45 0.82 0.47
H -0.568 2.711 -1.548 -0.39 0.09 0.32
H -0.196 2.537 -3.006 0.48 -0.41 -0.65
O -3.687 1.620 0.371 -1.19 0.89 0.25
H -4.440 1.174 -0.019 -0.12 -0.02 -0.17
H -2.971 0.989 0.297 0.42 -0.17 -0.41
O -0.657 3.348 1.487 -0.48 1.60 0.23
H 0.167 3.700 1.824 0.15 0.03 0.10
H -0.418 2.508 1.094 0.40 -0.65 -0.29
O -2.284 0.054 -2.498 -0.79 0.30 0.02
H -2.597 -0.667 -3.045 0.15 -0.13 -0.27
H -1.377 -0.174 -2.297 0.31 -0.08 -0.04
O 1.833 0.514 2.848 1.28 0.71 1.03
H 1.364 -0.135 2.323 -0.23 0.11 -0.20
H 1.508 1.357 2.533 -0.24 -0.01 -0.09
O 2.608 2.498 -0.673 0.48 0.47 0.28
H 3.487 2.505 -0.295 0.27 -0.25 -0.12
H 2.287 3.391 -0.552 -0.31 0.18 -0.19
O 0.238 -3.769 0.172 -0.45 -0.61 -0.27
H 0.869 -4.444 0.424 0.31 0.03 0.13
H 0.753 -3.134 -0.326 0.04 0.23 0.00
O -0.318 -1.563 4.605 0.39 -0.24 0.52
H -0.314 -1.342 3.674 -0.18 0.28 -0.40
H -1.073 -2.141 4.711 -0.26 -0.01 -0.17
O 0.128 -1.846 -3.184 -0.67 -0.70 -0.40
H 0.464 -2.676 -2.846 0.06 -0.20 0.00
H 0.222 -1.234 -2.455 0.42 -0.03 -0.21
O 2.072 -2.396 1.743 1.64 -0.82 0.26
H 1.328 -1.799 1.667 -0.56 -0.03 -0.37
H 1.990 -2.773 2.619 0.07 -0.11 0.17
O -2.105 1.773 3.148 -0.26 -0.26 0.88
H -2.283 1.234 2.377 -0.11 -0.02 -0.12
H -1.821 2.615 2.792 0.16 0.22 -0.33
O 2.741 -0.397 -0.643 0.68 0.14 0.66
H 3.369 -0.161 0.040 0.19 -0.13 0.39
H 2.566 -1.326 -0.497 -0.12 -0.32 0.03
O -2.234 -2.467 -0.040 -0.38 -0.80 -0.23
H -2.370 -2.204 -0.950 0.10 0.18 -0.25
H -2.041 -1.651 0.421 -0.22 -0.31 -0.23
```
Forces are in eV/Å.

Multiplicity: 1
Frontier orbital gap, eV: 4.63
Lowest unoccupied orbital energy, eV: 3.67
Electronic energy, a.u.: -2668.7641
Total charge: -2
Max |F|, hartree/bohr: 0.11181
HOMO level, eV: -0.957

Here are the Mulliken charges for atoms 1 to 4, given in e: 0.707 0.766 0.014 -0.155

---

No. 2
Density functional theory data (the ωB97M-V functional and the def2-TZVPD basis) for a 2-piece molecular cluster, C3H5N3 overall.

The geometry in XYZ format:
```
11
Properties=species:S:1:pos:R:3:forces:R:3
N 0.995 0.228 -1.187 0.16 -0.11 0.12
C 0.487 -0.708 -0.367 -0.02 0.25 -0.04
C -0.924 -0.752 -0.510 -0.06 0.03 -0.14
N -1.085 0.413 0.293 -0.25 0.25 -0.08
N -0.284 0.252 1.497 0.38 -0.20 -0.12
C 0.692 -0.471 1.087 -0.04 0.13 0.22
H 1.962 0.473 -0.969 -0.10 -0.02 -0.01
H -0.108 1.087 -0.474 -0.12 -0.23 0.07
H -1.292 -0.608 -1.522 0.03 -0.02 0.08
H -1.998 0.801 0.523 0.12 -0.10 -0.02
H 1.532 -0.700 1.732 -0.11 0.01 -0.08
```
Forces are in eV/Å.

Multiplicity: 1
Frontier orbital gap (spin up / spin down), eV: 8.26 / 8.26
Lowest unoccupied orbital energy (spin up / spin down), eV: 0.24 / 0.24
Electronic energy, a.u.: -281.3500
Total charge: 0
Max |F|, hartree/bohr: 0.00868
HOMO level (spin up / spin down), eV: -8.022 / -8.024

Here are the Mulliken charges for atoms 1 to 4, given in e: -0.658 0.401 -0.514 -0.053

---

No. 3
Density functional theory data (the ωB97M-V functional and the def2-TZVPD basis) for a 2-piece molecular cluster, C4H12 overall in a non-equilibrium geometry.

The geometry in XYZ format:
```
16
Properties=species:S:1:pos:R:3:forces:R:3
C 0.623 -0.285 1.383 1.49 0.78 0.42
C 1.231 0.081 2.752 0.80 -1.13 0.04
H -0.291 0.213 1.263 -1.33 0.81 -0.15
H 1.226 -0.026 0.496 0.11 0.08 0.75
H 0.405 -1.314 1.284 -0.14 -1.32 0.14
H 2.036 -0.612 3.051 0.46 0.50 -0.76
H 0.604 -0.193 3.591 -1.00 0.60 -0.02
H 1.580 1.118 2.835 -0.19 -0.34 -0.02
C -0.541 0.282 -1.543 2.52 4.33 2.97
C -1.431 -0.079 -2.620 -0.51 0.78 -1.78
H -1.063 0.692 -0.603 0.71 -0.96 -1.33
H 0.249 -0.406 -1.269 -0.29 -0.45 0.19
H 0.123 1.291 -1.838 -1.60 -2.53 0.59
H -1.272 0.806 -3.318 -1.95 -1.53 0.23
H -1.132 -0.949 -3.097 1.97 -1.43 -1.66
H -2.348 -0.619 -2.366 -1.04 1.80 0.39
```
Forces are in eV/Å.

Multiplicity: 1
Frontier orbital gap, eV: 12.03
SMILES string: CC.CC
Lowest unoccupied orbital energy, eV: 1.06
Electronic energy, a.u.: -159.5217
Total charge: 0
Max |F|, hartree/bohr: 0.11319
HOMO level, eV: -10.968

Here are the Mulliken charges for atoms 1 to 4, given in e: -0.737 -1.034 0.260 0.250

---

No. 4
Density functional theory data (the ωB97M-V functional and the def2-TZVPD basis) for a 2-piece molecular cluster, C7H9F2N4O overall in a non-equilibrium geometry.

The geometry in XYZ format:
```
23
Properties=species:S:1:pos:R:3:forces:R:3
C -1.641 -2.476 -2.435 -0.51 0.77 -0.19
C -1.437 -1.132 -2.311 -0.13 -0.43 0.05
C 0.357 -2.958 -1.488 -0.63 -0.71 -0.31
C 0.683 -1.611 -1.345 0.60 1.32 0.50
C 0.036 0.614 -1.840 1.17 2.91 -0.41
C -0.505 2.685 3.942 0.06 0.32 0.42
C 0.700 1.422 2.344 2.57 -1.27 1.97
N -0.764 -3.392 -2.026 1.03 -0.10 0.47
N -0.189 1.706 -1.357 -0.47 -0.88 0.23
N -0.249 -0.665 -1.757 -0.65 -2.91 0.22
N 1.836 -1.171 -0.795 -0.78 -0.32 -0.56
O -0.378 1.576 3.054 -1.35 0.19 -0.90
F 1.432 2.458 1.951 -0.57 0.83 -0.60
F 0.624 0.510 1.383 -0.79 -0.01 -0.75
H -2.553 -2.851 -2.873 -0.14 0.13 -0.04
H -2.145 -0.383 -2.621 0.00 0.11 -0.04
H 1.062 -3.705 -1.154 0.16 0.00 0.07
H -1.576 2.822 4.084 0.14 0.04 -0.03
H -0.052 3.587 3.530 -0.09 -0.12 0.00
H -0.042 2.440 4.902 0.02 0.01 -0.14
H 0.148 2.574 -1.758 0.19 0.05 -0.15
H 2.542 -1.848 -0.565 0.12 0.00 0.04
H 2.110 -0.206 -0.866 0.06 0.09 0.17
```
Forces are in eV/Å.

Multiplicity: 1
Frontier orbital gap (spin up / spin down), eV: 7.42 / 4.56
Lowest unoccupied orbital energy (spin up / spin down), eV: -4.72 / -5.65
Electronic energy, a.u.: -765.7145
Total charge: +1
Max |F|, hartree/bohr: 0.06767
HOMO level (spin up / spin down), eV: -12.144 / -10.217

Here are the Mulliken charges for atoms 1 to 4, given in e: -0.395 -0.007 -0.503 0.869

---

No. 5
Density functional theory data (the ωB97M-V functional and the def2-TZVPD basis) for a 8-piece molecular cluster, C4H23NO8S2 overall in a non-equilibrium geometry.

The geometry in XYZ format:
```
38
Properties=species:S:1:pos:R:3:forces:R:3
S -3.840 -0.862 -1.744 -0.33 -1.12 -0.31
S -3.095 0.775 -0.919 0.61 1.57 0.60
C -1.317 0.570 -0.863 2.22 -0.71 -0.03
C -0.787 -0.729 -0.213 -1.51 -1.28 0.97
C -0.551 -1.840 -1.259 2.82 1.36 0.24
O 0.607 -2.116 -1.509 -0.30 -0.31 -0.01
N 0.381 -0.401 0.577 1.32 1.63 -1.71
C 0.957 -1.380 1.491 -0.38 -0.43 -0.15
H -3.408 -0.507 -2.941 -0.17 -0.25 -0.85
H -0.986 1.383 -0.194 -0.19 -0.14 -0.22
H -0.602 0.614 -1.759 -1.83 0.63 0.24
H -1.515 -1.210 0.446 -0.31 0.46 0.14
H -1.293 -2.304 -1.865 -1.40 -0.34 -0.13
H 1.067 -0.074 -0.169 -0.66 -0.52 1.72
H 0.578 -1.202 2.522 -0.72 -0.80 -0.65
H 0.847 -2.400 1.035 0.24 0.57 1.14
H 1.989 -1.160 1.729 0.56 -0.01 -0.83
H 1.834 2.283 -2.750 0.52 -0.32 -0.36
H 1.246 2.136 -1.442 0.22 -0.10 0.70
O 2.039 1.844 -1.913 -0.71 0.51 -0.06
H -0.791 0.649 2.333 -0.49 -0.19 -0.81
H -2.286 0.572 2.977 0.44 -0.10 -0.63
O -1.349 0.753 3.109 -0.20 0.00 1.17
H -0.611 3.774 1.037 0.07 0.04 -0.20
H 0.657 3.262 1.633 -0.14 -0.03 -0.19
O 0.264 3.471 0.766 -0.10 -0.01 0.03
H -1.241 -2.707 2.210 0.10 -0.05 -0.02
H -2.548 -3.415 1.912 -0.08 -0.11 -0.07
O -1.709 -3.174 1.508 -0.08 0.01 0.21
H -0.333 2.336 3.821 -0.13 0.42 -0.29
H 0.918 1.782 3.325 0.47 0.16 -0.11
O 0.483 2.640 3.389 0.14 -0.42 0.62
H 3.921 -0.168 -2.008 0.19 -0.06 -0.15
H 2.682 -0.682 -1.366 -0.09 -0.40 -0.05
O 3.342 -0.939 -2.024 0.10 0.42 0.32
H 2.041 -0.164 -3.239 -0.38 0.11 -0.64
H 1.079 -1.165 -3.730 -0.13 0.02 -0.29
O 1.329 -0.250 -3.914 0.29 -0.21 0.68
```
Forces are in eV/Å.

Multiplicity: 1
Frontier orbital gap, eV: 9.19
SMILES string: CN[C@H](C=O)CSS.O.O.O.O.O.O.O
Lowest unoccupied orbital energy, eV: 0.07
Electronic energy, a.u.: -1619.1989
Total charge: 0
Max |F|, hartree/bohr: 0.06096
HOMO level, eV: -9.120

Here are the Mulliken charges for atoms 1 to 4, given in e: -0.224 -0.077 -0.066 0.207

---

No. 6
Density functional theory data (the ωB97M-V functional and the def2-TZVPD basis) for a 2-piece molecular cluster, C3H10N2 overall in a non-equilibrium geometry.

The geometry in XYZ format:
```
15
Properties=species:S:1:pos:R:3:forces:R:3
C 2.190 0.459 0.251 0.52 -1.11 0.12
C 2.171 1.439 -0.625 0.02 0.07 0.58
H 2.735 0.447 1.192 -0.18 0.48 -0.05
H 1.784 -0.511 0.000 -0.22 -0.08 -0.04
H 2.629 2.375 -0.356 0.02 0.35 -0.34
H 1.671 1.297 -1.565 -0.06 0.28 -0.30
N -1.104 -1.801 0.300 0.19 -0.48 -0.62
C -1.276 -0.392 0.644 0.32 -1.15 0.74
N -1.910 0.469 -0.301 -0.03 0.60 0.33
H -1.977 -2.221 -0.003 -0.07 0.09 0.18
H -0.473 -1.923 -0.487 0.07 0.09 0.04
H -1.769 -0.484 1.620 -0.41 0.88 -0.33
H -0.278 -0.026 0.866 0.08 0.20 -0.05
H -1.478 0.431 -1.211 -0.22 0.00 -0.05
H -2.915 0.442 -0.325 -0.02 -0.22 -0.20
```
Forces are in eV/Å.

Multiplicity: 1
Frontier orbital gap, eV: 9.94
SMILES string: C=C.NCN
Lowest unoccupied orbital energy, eV: 1.09
Electronic energy, a.u.: -229.7606
Total charge: 0
Max |F|, hartree/bohr: 0.02733
HOMO level, eV: -8.855

Here are the Mulliken charges for atoms 1 to 4, given in e: -0.612 -0.342 0.253 0.256

---

No. 7
Density functional theory data (the ωB97M-V functional and the def2-TZVPD basis) for C17H15AsBrN4RhS4 as an isolated structure.

The geometry in XYZ format:
```
43
Properties=species:S:1:pos:R:3:forces:R:3
Rh -0.113 -0.199 -0.113 -0.21 0.19 0.12
C -2.938 0.289 4.681 0.07 -0.07 0.20
C -3.207 0.541 3.354 0.11 0.00 -0.23
C -2.190 0.445 2.407 -0.20 0.10 0.11
C -0.914 0.118 2.816 0.32 -0.11 -0.21
C -0.632 -0.155 4.162 0.01 0.01 -0.21
C -1.648 -0.068 5.084 -0.16 0.04 0.00
N 0.146 0.038 1.828 -0.14 0.06 0.58
N 1.293 0.050 2.322 0.48 0.06 -0.28
C 2.343 -0.062 1.380 -0.63 -0.02 0.53
C 3.653 -0.052 1.813 0.19 -0.02 -0.09
C 4.641 -0.191 0.850 -0.06 0.02 0.13
C 4.276 -0.336 -0.480 -0.03 -0.01 -0.10
C 2.933 -0.333 -0.820 0.06 -0.01 0.17
N 1.987 -0.191 0.107 0.06 -0.05 -0.48
H -3.733 0.337 5.413 0.01 0.00 -0.01
H -4.210 0.770 3.025 0.00 0.02 0.01
H -2.405 0.602 1.360 -0.02 -0.01 0.04
H 0.360 -0.452 4.460 0.06 -0.01 -0.01
H -1.448 -0.296 6.122 0.00 0.00 -0.01
H 3.867 0.051 2.867 0.01 0.00 -0.01
H 5.684 -0.197 1.138 0.00 0.00 -0.01
H 5.019 -0.460 -1.255 0.01 0.00 0.02
H 2.591 -0.458 -1.838 0.00 0.01 -0.01
C -0.492 5.244 1.110 0.00 -0.01 0.00
C -0.290 4.241 0.010 -0.01 0.02 0.01
C -0.110 4.610 -1.318 -0.01 0.04 0.00
C 0.066 3.645 -2.292 -0.01 -0.02 -0.01
C 0.062 2.316 -1.904 -0.02 0.06 0.05
Br 0.280 0.974 -3.206 0.07 0.00 -0.03
N -0.107 1.934 -0.643 0.03 0.10 -0.05
C -0.283 2.884 0.285 -0.05 -0.08 0.00
H -0.606 6.248 0.706 0.00 -0.01 0.00
H 0.358 5.251 1.794 0.00 -0.01 -0.01
H -1.382 5.010 1.695 0.00 -0.01 -0.01
H -0.118 5.657 -1.595 0.01 -0.01 0.00
H 0.196 3.903 -3.332 0.01 0.00 0.01
H -0.450 2.530 1.296 0.03 0.01 0.00
S -2.794 -3.671 -1.917 -0.04 -0.07 -0.17
As -2.363 -2.560 -0.241 -0.04 -0.16 0.06
S -2.237 -0.341 -0.791 0.11 -0.10 -0.16
S -0.119 -2.450 0.089 -0.01 -0.08 -0.05
S -3.361 -2.783 1.561 0.00 0.11 0.12
```
Forces are in eV/Å.

Multiplicity: 1
Frontier orbital gap, eV: 4.70
Lowest unoccupied orbital energy, eV: -2.07
Electronic energy, a.u.: -7388.9502
Total charge: 0
Max |F|, hartree/bohr: 0.01607
HOMO level, eV: -6.768

Here are the Mulliken charges for atoms 1 to 4, given in e: -0.173 -0.380 -1.108 0.602

---

No. 8
Density functional theory data (the ωB97M-V functional and the def2-TZVPD basis) for C34H36N5O6P2PbS2 as an isolated structure.

The geometry in XYZ format:
```
86
Properties=species:S:1:pos:R:3:forces:R:3
Pb 0.407 0.643 -1.507 0.07 -0.01 -0.13
C -1.272 3.726 2.337 -0.07 0.03 0.02
P -0.115 2.669 1.294 0.03 -0.02 0.01
C 0.369 3.929 0.049 0.00 0.01 0.02
C 1.426 2.497 2.300 -0.04 -0.07 0.02
C 2.451 3.432 2.203 0.01 0.01 -0.01
C 3.668 3.263 2.849 0.00 0.02 -0.02
C 3.896 2.134 3.611 0.02 -0.01 0.01
C 2.893 1.186 3.738 -0.03 0.02 -0.04
C 1.665 1.351 3.096 0.04 0.03 0.02
P 0.404 0.113 3.472 0.01 0.07 0.04
C 1.066 -1.049 4.670 -0.03 -0.02 -0.03
C -0.995 0.926 4.231 -0.01 -0.03 -0.01
H -1.463 4.636 1.758 0.03 -0.01 -0.02
H -0.760 4.022 3.254 0.00 0.00 0.00
H -2.950 2.831 1.867 -0.02 -0.03 0.03
H 0.539 4.917 0.478 0.00 0.00 0.00
H -0.465 4.005 -0.652 0.01 0.00 0.00
H 1.260 3.624 -0.500 0.00 -0.01 -0.02
H 2.306 4.319 1.602 0.00 0.00 0.01
H 4.438 4.017 2.749 0.00 0.00 0.00
H 4.845 1.985 4.108 0.00 -0.01 0.00
H 3.086 0.313 4.343 0.01 0.00 0.01
H 1.938 -1.563 4.271 0.00 0.00 0.00
H 0.277 -1.773 4.866 0.01 0.00 0.01
H 1.317 -0.528 5.594 -0.01 0.01 0.00
H -0.577 1.670 4.914 -0.01 0.01 0.00
H -1.581 0.192 4.776 0.02 0.00 -0.01
H -1.631 1.435 3.502 0.01 0.02 0.00
C -7.100 -2.929 -2.013 -0.01 0.00 0.01
C -6.053 -2.006 -1.453 0.03 -0.03 -0.02
C -6.406 -0.895 -0.698 -0.02 0.04 0.05
C -5.442 -0.019 -0.211 -0.01 0.03 0.05
C -4.113 -0.265 -0.489 0.23 -0.11 -0.17
C -3.724 -1.381 -1.225 -0.06 0.06 0.04
C -4.698 -2.237 -1.707 -0.03 -0.03 0.00
S -2.829 0.818 0.141 -0.03 0.07 0.02
O -2.468 3.086 2.690 0.06 0.00 0.00
O -3.543 2.108 0.430 -0.03 -0.01 -0.05
N -1.863 0.949 -1.162 -0.05 0.01 0.06
C -2.267 1.292 -2.438 -0.06 -0.02 0.10
C -3.514 1.785 -2.836 -0.01 -0.02 0.01
C -3.707 2.048 -4.175 -0.03 0.01 -0.01
C -2.677 1.846 -5.092 0.01 -0.01 -0.01
C -1.467 1.398 -4.613 0.03 -0.01 0.03
N -1.266 1.127 -3.320 0.02 0.01 -0.01
H -8.039 -2.837 -1.470 0.00 0.00 0.00
H -6.776 -3.969 -1.965 0.00 0.00 0.00
H -7.297 -2.695 -3.061 0.00 0.00 0.00
H -7.452 -0.705 -0.489 0.00 0.00 0.00
H -5.710 0.855 0.369 -0.04 -0.01 -0.03
H -2.672 -1.547 -1.436 -0.03 -0.04 -0.01
H -4.413 -3.098 -2.302 0.00 0.01 0.00
H -4.288 1.966 -2.105 0.00 -0.01 0.02
H -4.665 2.423 -4.511 0.00 0.00 0.00
H -2.809 2.046 -6.145 0.00 0.00 0.00
H -0.622 1.239 -5.272 0.00 0.01 0.00
O 2.351 -0.903 -0.533 0.02 0.01 0.01
C 2.373 -2.124 -0.444 0.00 0.06 0.01
C 1.372 -3.049 -0.921 0.06 -0.09 0.03
C 1.609 -4.403 -0.643 0.00 0.02 0.01
C 0.751 -5.365 -1.098 0.00 0.00 -0.02
C -0.347 -5.027 -1.899 0.02 -0.01 0.03
C -0.598 -3.714 -2.175 -0.03 0.01 -0.04
C 0.219 -2.669 -1.665 -0.09 -0.03 -0.06
O -0.142 -1.455 -1.921 0.01 0.07 0.02
N 0.989 -6.766 -0.753 -0.01 0.03 0.04
O 0.174 -7.582 -1.137 0.00 -0.01 -0.01
O 1.972 -7.027 -0.087 0.00 0.00 -0.02
H 3.240 -2.602 0.044 0.00 0.00 0.01
H 2.476 -4.695 -0.065 0.00 0.00 0.00
H -0.982 -5.815 -2.280 0.00 0.00 0.00
H -1.439 -3.425 -2.793 0.01 0.00 0.01
C -2.946 -4.724 0.458 -0.01 0.01 -0.01
C -2.590 -3.715 1.498 -0.03 -0.02 0.00
C -3.239 -3.661 2.729 0.01 0.02 0.02
C -2.795 -2.734 3.647 -0.03 -0.03 -0.02
N -1.787 -1.898 3.382 0.02 0.04 0.02
C -1.270 -2.017 2.174 0.02 -0.03 0.02
S 0.068 -0.925 1.702 -0.02 -0.05 0.04
N -1.594 -2.864 1.220 -0.01 0.01 -0.05
H -3.859 -5.255 0.718 0.00 -0.01 0.00
H -2.132 -5.445 0.361 0.00 -0.01 0.00
H -3.068 -4.234 -0.506 0.01 0.01 0.01
H -4.052 -4.333 2.961 0.00 0.00 0.00
H -3.247 -2.649 4.628 0.00 -0.01 0.00
```
Forces are in eV/Å.

Multiplicity: 1
Frontier orbital gap, eV: 8.10
Lowest unoccupied orbital energy, eV: -2.58
Electronic energy, a.u.: -3714.1476
Total charge: +1
Max |F|, hartree/bohr: 0.00601
HOMO level, eV: -10.682

Here are the Mulliken charges for atoms 1 to 4, given in e: 1.327 -0.985 1.540 -1.789